Here is C35H33ClLuN4Si2 as an isolated structure at a distorted geometry from the OMol25 dataset. Energies are from ωB97M-V/def2-TZVPD.

XYZ file:
```
76
Properties=species:S:1:pos:R:3:lowdin_charge:R:1
C -1.348 -0.786 5.391 -0.229
C -2.140 -0.199 4.357 -0.222
C -2.211 -1.125 3.274 -0.206
H -2.657 0.760 4.428 0.114
C -1.452 -2.288 3.636 -0.186
C -0.914 -2.069 4.945 -0.219
H -0.337 -2.773 5.549 0.113
H -1.187 -0.376 6.388 0.118
H -2.818 -1.006 2.379 0.112
H -1.374 -3.208 3.057 0.114
Lu 0.111 -0.412 3.525 1.510
Si 1.724 -0.051 -3.521 0.694
C 1.386 1.510 -4.470 -0.332
C 2.209 2.023 -5.498 -0.086
H 3.200 1.598 -5.703 0.111
C 1.726 3.068 -6.292 -0.086
H 2.346 3.435 -7.113 0.104
C 0.476 3.655 -6.033 -0.076
H 0.125 4.510 -6.626 0.107
C -0.321 3.145 -5.000 -0.090
H -1.278 3.600 -4.760 0.094
C 0.110 2.051 -4.257 -0.151
H -0.573 1.624 -3.522 0.072
C 1.735 -1.462 -4.711 -0.329
C 0.727 -1.367 -5.690 -0.103
H 0.258 -0.406 -5.924 0.102
C 0.263 -2.528 -6.305 -0.085
H -0.583 -2.461 -6.987 0.103
C 0.845 -3.765 -6.006 -0.085
H 0.429 -4.681 -6.442 0.105
C 1.941 -3.824 -5.130 -0.094
H 2.411 -4.782 -4.916 0.099
C 2.407 -2.678 -4.487 -0.102
H 3.250 -2.749 -3.795 0.101
H 0.480 -0.363 -2.771 0.000
Si 0.143 0.044 0.442 0.155
C -0.597 -1.568 -0.183 -0.363
C -1.757 -1.658 -0.987 -0.096
H -2.241 -0.757 -1.368 0.102
C -2.355 -2.904 -1.238 -0.080
H -3.287 -2.953 -1.811 0.107
C -1.815 -4.077 -0.703 -0.087
H -2.296 -5.037 -0.885 0.103
C -0.647 -4.005 0.064 -0.106
H -0.229 -4.907 0.522 0.104
C -0.038 -2.777 0.308 -0.160
H 0.851 -2.779 0.947 0.083
C -0.927 1.478 -0.137 -0.342
C -2.152 1.634 0.564 -0.141
H -2.362 1.021 1.449 0.061
C -3.083 2.595 0.170 -0.095
H -3.980 2.745 0.768 0.100
C -2.835 3.394 -0.948 -0.082
H -3.564 4.137 -1.252 0.104
C -1.632 3.266 -1.640 -0.079
H -1.442 3.916 -2.497 0.095
C -0.649 2.370 -1.193 -0.108
H 0.346 2.339 -1.648 0.091
H 2.817 0.058 -2.510 -0.068
Cl 2.133 0.266 0.054 0.241
N 0.932 2.807 6.067 0.131
C -0.047 3.616 5.490 -0.023
C -0.545 2.930 4.420 -0.056
N 0.168 1.728 4.296 -0.023
C 1.038 1.677 5.337 -0.259
C 1.833 0.508 5.695 -0.257
N 1.796 -0.684 5.046 -0.034
C 2.580 -1.583 5.787 -0.061
C 3.132 -0.903 6.833 -0.029
N 2.636 0.395 6.772 0.129
H 1.455 3.012 6.916 0.172
H -0.311 4.584 5.867 0.126
H -1.333 3.169 3.712 0.128
H 2.672 -2.613 5.456 0.127
H 3.812 -1.237 7.592 0.126
H 2.817 1.131 7.453 0.174
```

## Properties
E_HOMO (eV): -8.938
Energy above the lowest of the compared OMol25 structures with the same formula, charge and spin (kJ/mol): 0.0
Net charge: +1
Kohn-Sham gap (eV): 5.1



Here is one molecule with the formula C4H4IN at a distorted geometry from the OMol25 dataset. Energies are from ωB97M-V/def2-TZVPD.

XYZ file:
```
10
Properties=species:S:1:pos:R:3:nbo_charge:R:1
C -0.885 -0.618 -1.944 -0.654
C -0.947 -0.601 -0.640 0.463
N -1.001 -0.496 0.581 -0.457
C 0.054 0.002 1.380 -0.057
C 0.961 0.913 1.009 -0.371
I 2.626 1.204 2.264 0.137
H -0.549 -1.550 -2.410 0.248
H -1.490 0.086 -2.516 0.252
H 0.286 -0.513 2.209 0.198
H 0.944 1.573 0.066 0.240
```

## Properties
E_HOMO (eV): -8.980
Energy above the lowest of the compared OMol25 structures with the same formula, charge and spin (kJ/mol): 217.1
Net charge: 0
SMILES: C=C=N/C=C/I
Kohn-Sham gap (eV): 9.4



Among the records above, which one has the highest E_HOMO? C35H33ClLuN4Si2